Record 1
{"formula": "C2H4FN", "method": "ωB97M-V/def2-TZVPD", "symbols": ["C", "C", "N", "F", "H", "H", "H", "H"], "xyz": [[-1.626, -0.676, 0.930], [0.455, -0.215, 0.260], [-0.436, -0.763, 1.252], [-2.716, -1.155, 1.392], [-1.717, 0.554, -0.696], [0.945, -1.179, -0.074], [1.078, 0.513, 0.839], [-0.065, 0.172, -0.633]], "lowdin_charge": [-0.300, -0.181, 0.001, 0.124, 0.179, 0.099, 0.093, -0.014], "homo_lumo_gap_ev": [9.414, 9.413]}



Record 2
{"formula": "C4H30N2O11S", "method": "ωB97M-V/def2-TZVPD", "symbols": ["O", "C", "N", "C", "C", "S", "C", "N", "H", "H", "H", "H", "H", "H", "H", "H", "H", "H", "H", "H", "O", "H", "H", "O", "H", "H", "O", "H", "H", "O", "H", "H", "O", "H", "H", "O", "H", "H", "O", "H", "H", "O", "H", "H", "O", "H", "H", "O"], "xyz": [[-2.208, 1.289, -2.418], [-2.857, 1.223, -1.396], [-2.233, 1.416, -0.153], [-0.825, 1.495, 0.103], [-0.404, 2.701, -0.702], [1.371, 3.023, -0.449], [0.142, 0.289, -0.330], [0.778, -0.244, 0.854], [-3.944, 1.010, -1.407], [-2.747, 0.929, 0.626], [-0.774, 1.594, 1.210], [-0.728, 2.594, -1.879], [-0.945, 3.589, -0.288], [1.943, 2.750, -1.642], [-0.430, -0.565, -0.808], [0.840, 0.554, -1.227], [1.771, -0.585, 0.627], [0.834, 0.388, 1.643], [-0.390, -1.615, 1.849], [-0.730, -3.013, 2.277], [-0.894, -2.125, 2.620], [-0.811, -2.601, -2.198], [-0.963, -4.127, -2.355], [-1.329, -3.426, -2.014], [3.532, -0.381, 2.270], [2.203, -0.353, 3.223], [3.091, -0.234, 3.037], [-4.237, -1.058, 1.476], [-3.407, -0.197, 2.412], [-3.718, -0.232, 1.563], [-0.627, 0.702, -4.828], [-0.490, 0.963, -3.243], [-0.039, 0.667, -4.034], [1.026, -0.532, -3.243], [1.243, -1.690, -4.108], [1.208, -1.480, -3.116], [0.947, 2.168, 3.490], [-0.221, 3.159, 3.447], [-0.056, 2.225, 3.571], [2.538, -1.840, -2.213], [4.006, -1.397, -2.275], [3.368, -1.873, -1.867], [-1.678, 0.837, 3.765], [-1.598, -0.575, 3.230], [-2.206, 0.070, 3.670], [3.594, -2.477, 0.711], [3.447, -1.469, -0.240], [3.607, -1.546, 0.755]], "lowdin_charge": [-0.035, -0.266, 0.042, -0.388, -0.524, 0.715, -0.257, -0.001, 0.146, 0.096, 0.126, 0.134, 0.081, -0.143, 0.112, 0.090, 0.086, 0.043, 0.070, 0.045, -0.117, 0.039, -0.072, -0.002, -0.058, -0.012, 0.004, 0.086, -0.062, -0.034, 0.093, -0.011, -0.066, 0.006, 0.120, -0.084, 0.089, 0.045, -0.063, -0.063, 0.018, 0.040, -0.011, 0.017, -0.048, 0.029, 0.025, -0.083], "homo_lumo_gap_ev": 9.210, "smiles": "NC[C@@H](CS)NC=O.O.O.O.O.O.O.O.O.O.O"}



Record 3
{"formula": "C20H54F4HfN4O30S10", "method": "ωB97M-V/def2-TZVPD", "symbols": ["Hf", "N", "S", "O", "O", "F", "S", "O", "O", "F", "N", "S", "O", "O", "F", "S", "O", "O", "F", "C", "N", "O", "O", "H", "H", "H", "C", "N", "O", "O", "H", "H", "H", "O", "S", "O", "O", "C", "C", "C", "H", "H", "H", "H", "H", "H", "H", "H", "O", "S", "O", "O", "C", "C", "C", "H", "H", "H", "H", "H", "H", "H", "H", "O", "S", "O", "O", "C", "C", "C", "H", "H", "H", "H", "H", "H", "H", "H", "O", "S", "O", "O", "C", "C", "C", "H", "H", "H", "H", "H", "H", "H", "H", "O", "S", "O", "O", "C", "C", "C", "H", "H", "H", "H", "H", "H", "H", "H", "O", "S", "O", "O", "C", "C", "C", "H", "H", "H", "H", "H", "H", "H", "H"], "xyz": [[0.271, -1.672, -2.409], [-1.390, -0.519, -3.389], [-2.400, 0.539, -3.039], [-3.720, 0.109, -2.623], [-2.185, 1.859, -3.571], [-1.774, 0.794, -1.546], [-2.260, -0.879, -4.891], [-3.686, -0.726, -5.101], [-1.591, -2.008, -5.524], [-1.625, 0.259, -5.766], [0.084, -0.778, -0.280], [-0.789, -0.945, 1.051], [-2.157, -0.456, 0.899], [-0.272, -1.051, 2.405], [-1.007, -2.505, 0.750], [0.783, 0.591, 0.550], [1.776, 0.271, 1.551], [-0.127, 1.668, 0.835], [1.698, 1.169, -0.609], [-3.014, -0.130, 4.366], [-3.696, -1.363, 3.965], [-4.684, -1.702, 4.563], [-3.023, -2.058, 3.177], [-3.063, -0.157, 5.455], [-3.622, 0.642, 3.896], [-2.004, -0.175, 3.958], [-5.587, 1.236, 0.555], [-5.326, 1.865, 1.808], [-4.114, 2.040, 2.060], [-6.312, 2.203, 2.465], [-6.177, 0.361, 0.827], [-4.622, 0.954, 0.133], [-6.143, 1.983, -0.012], [0.579, -3.755, -1.054], [1.225, -4.790, -0.254], [2.682, -4.759, -0.245], [0.792, -4.446, 1.360], [1.294, -5.144, 2.417], [0.265, -5.124, 3.459], [0.488, -6.466, -0.491], [2.184, -4.607, 2.745], [1.713, -6.091, 2.077], [0.695, -5.339, 4.437], [-0.564, -5.798, 3.244], [-0.091, -4.099, 3.558], [0.573, -6.997, 0.458], [1.002, -6.924, -1.335], [-0.598, -6.463, -0.586], [3.605, -1.640, 0.849], [3.725, -1.364, -0.560], [2.596, -1.467, -1.483], [4.481, 0.123, -0.820], [5.244, 0.579, 0.308], [5.858, 1.936, 0.210], [5.197, -2.313, -1.131], [5.989, -0.169, 0.577], [4.576, 0.716, 1.158], [5.153, 2.709, -0.097], [6.593, 1.768, -0.577], [6.304, 2.204, 1.168], [5.396, -2.922, -0.250], [6.099, -1.735, -1.332], [4.923, -2.954, -1.969], [-2.958, -4.973, -1.016], [-3.130, -3.555, -1.432], [-1.918, -2.733, -1.572], [-3.932, -3.505, -2.880], [-5.019, -4.356, -3.025], [-6.203, -3.617, -3.558], [-4.236, -2.631, -0.236], [-5.306, -4.891, -2.120], [-4.681, -5.101, -3.745], [-5.909, -3.192, -4.518], [-6.598, -2.765, -3.005], [-7.057, -4.237, -3.831], [-5.108, -3.282, -0.170], [-4.495, -1.655, -0.647], [-3.716, -2.571, 0.720], [0.810, 2.946, -3.009], [1.536, 1.793, -3.574], [1.210, 0.425, -3.086], [1.342, 1.787, -5.221], [1.268, 2.957, -5.962], [2.373, 2.927, -7.039], [3.421, 2.080, -3.309], [1.552, 3.832, -5.378], [0.215, 3.106, -6.202], [2.040, 2.028, -7.557], [3.368, 2.864, -6.598], [2.445, 3.845, -7.623], [3.664, 3.116, -3.547], [4.015, 1.446, -3.968], [3.608, 2.009, -2.238], [4.371, 0.717, 4.414], [3.336, 0.163, 5.281], [3.606, -0.288, 6.628], [2.102, 1.278, 5.302], [1.093, 1.145, 6.337], [-0.332, 1.036, 5.622], [2.539, -1.250, 4.456], [1.124, 2.013, 6.996], [0.978, 0.241, 6.935], [-0.788, 0.047, 5.662], [-0.207, 1.053, 4.540], [-0.929, 1.819, 6.090], [3.109, -2.095, 4.842], [2.683, -1.037, 3.397], [1.487, -1.244, 4.741], [1.264, 5.728, -1.478], [1.027, 5.052, -0.168], [1.915, 4.000, 0.334], [0.920, 6.303, 1.006], [0.258, 7.447, 0.567], [1.341, 8.534, 0.350], [-0.739, 4.476, -0.137], [-0.537, 7.658, 1.282], [-0.267, 7.417, -0.389], [1.081, 9.428, -0.215], [2.078, 8.101, -0.326], [1.798, 8.854, 1.286], [-0.861, 4.144, 0.894], [-0.928, 3.717, -0.897], [-1.340, 5.357, -0.360]], "lowdin_charge": [2.227, -0.417, 0.434, -0.226, -0.186, -0.223, 0.621, -0.160, -0.262, -0.128, -0.329, 0.491, -0.239, -0.195, -0.210, 0.559, -0.217, -0.179, -0.173, 0.040, -0.420, 0.111, 0.005, 0.116, 0.092, 0.059, 0.024, -0.432, 0.033, 0.092, 0.112, 0.082, 0.121, -0.431, 0.765, -0.255, -0.254, -0.344, -0.035, -0.037, 0.132, 0.123, 0.101, 0.096, 0.089, 0.078, 0.088, 0.075, -0.237, 0.722, -0.427, -0.270, -0.293, -0.037, -0.054, 0.128, 0.114, 0.087, 0.086, 0.108, 0.078, 0.085, 0.074, -0.268, 0.766, -0.441, -0.241, -0.310, -0.051, -0.024, 0.122, 0.138, 0.083, 0.088, 0.097, 0.082, 0.065, 0.053, -0.242, 0.789, -0.463, -0.255, -0.285, -0.029, -0.012, 0.119, 0.141, 0.085, 0.078, 0.095, 0.085, 0.081, 0.046, -0.298, 0.660, -0.287, -0.264, -0.222, -0.064, -0.096, 0.121, 0.113, 0.044, 0.063, 0.086, 0.072, 0.029, 0.059, -0.330, 0.736, -0.316, -0.250, -0.326, -0.054, -0.086, 0.125, 0.105, 0.079, 0.070, 0.079, 0.066, 0.052, 0.066], "homo_lumo_gap_ev": 4.677, "charge": 2}



Taking the records one at a time from the top gives energy relative to the best compared isomer or geometry (same formula, charge and spin) values of 4.305; 3.133; 7.721 eV.
Taking the records one at a time from the top gives calculated total energy values of -233.0530; -1505.6674; -7698.8208 a.u..